6
Properties=species:S:1:pos:R:3:mulliken_charge:R:1 method="wB97M-V/def2-TZVPD" e_homo_ev="-8.885 / -8.886"
C 0.3670 0.3324 0.1418 -0.95
C -1.5620 1.5885 0.0628 0.05
C 0.9269 1.4696 0.0758 0.82
O 1.3121 2.5423 -0.1102 -0.40
Cl -2.8361 0.6398 -0.0676 0.07
H 0.1517 -0.4835 0.6358 0.41


8
Properties=species:S:1:pos:R:3:mulliken_spin:R:1 method="wB97M-V/def2-TZVPD" multiplicity=5 total_charge=+3 e_homo_ev="-27.946 / -28.988"
H -1.4620 -0.5735 1.2068 -0.01
O 0.4895 -1.1148 0.2132 -0.04
O 0.3319 0.9542 -0.2357 -0.02
C -0.8514 -0.8795 0.1900 0.67
C -0.9581 0.4647 -0.0827 0.22
C 1.1631 -0.0383 -0.1554 0.12
F -1.8678 1.0993 -0.7435 0.06
Co 3.1549 0.0879 -0.3926 3.00


8
Properties=species:S:1:pos:R:3:mulliken_charge:R:1 method="wB97M-V/def2-TZVPD" total_charge=+1 e_homo_ev=-13.107
H -0.9437 3.7265 0.7577 0.25
O -0.4707 1.8666 -0.3048 -0.18
O 0.3896 1.2029 1.5180 -0.23
C -0.1306 3.0101 0.3684 -0.15
C 0.3883 2.5747 1.5397 0.45
C -0.0618 0.7848 0.3500 0.06
F 1.2061 3.1298 2.3775 -0.18
Cs -0.2370 -3.0833 -1.0008 0.99


9
Properties=species:S:1:pos:R:3:mulliken_charge:R:1 method="wB97M-V/def2-TZVPD" total_charge=-1 smiles="C#CC([O-])=S(=O)(F)F" e_homo_ev=-4.773
C -2.2570 -0.0458 0.0226 0.16
C -1.1634 0.3004 -0.3483 -0.28
C 0.2080 0.4799 -0.6557 0.34
O 0.7216 0.9585 -1.6314 -0.55
S 1.2599 -0.4122 0.6835 0.62
O 2.6305 -0.1434 0.3499 -0.51
F 1.1555 -2.2722 0.2194 -0.57
F 0.6858 1.4440 1.0826 -0.59
H -3.2409 -0.3091 0.2774 0.39


10
Properties=species:S:1:pos:R:3:mulliken_charge:R:1 method="wB97M-V/def2-TZVPD" e_homo_ev=-10.322
O 2.2248 -0.5833 1.6897 -0.38
C 2.1951 0.0370 0.6633 0.66
F 3.1275 0.7782 0.0286 -0.16
N 1.0900 -0.0736 -0.2421 -0.02
N 0.2490 0.6359 -0.6817 0.16
F 0.1573 2.0576 -0.1908 -0.28
C -2.4800 -0.1517 -0.6290 -0.28
C -2.1179 -1.1536 -0.0159 0.17
F -1.7037 -2.1431 0.6308 -0.24
H -2.7420 0.5965 -1.2529 0.39


8
Properties=species:S:1:pos:R:3:mulliken_spin:R:1 method="wB97M-V/def2-TZVPD" multiplicity=9 total_charge=+2 e_homo_ev="-16.341 / -16.236"
F -0.0963 2.9317 1.9719 0.03
O -0.1427 1.5600 -0.5506 0.02
O -0.0266 -0.6991 -0.3636 0.22
C 0.9395 1.8774 0.1998 0.96
C 1.0216 2.6459 1.2663 -0.02
C -0.5635 0.3280 -0.6565 0.82
H 1.9549 2.9184 1.7552 0.01
Gd -0.3280 -3.3611 -0.8052 5.96


9
Properties=species:S:1:pos:R:3:mulliken_charge:R:1 method="wB97M-V/def2-TZVPD" e_homo_ev=-10.685
O -0.7463 -2.0752 2.8061 -0.44
C -0.2579 -1.0571 2.4450 0.64
F 0.4940 -0.1820 3.1094 -0.19
N -0.5375 -0.4243 1.2548 -0.29
C 0.0578 -0.1405 0.2329 -0.27
C 1.3334 -0.5368 -0.1895 0.27
N 2.2472 -1.1678 -0.5333 0.52
O 3.1264 -1.8209 -1.0261 -0.57
H -0.5102 0.6614 -0.2815 0.34


8
Properties=species:S:1:pos:R:3:mulliken_spin:R:1 method="wB97M-V/def2-TZVPD" multiplicity=2 e_homo_ev="-7.805 / -8.967"
C 0.5782 -1.6348 -0.5373 0.85
C -0.0088 -0.4534 -0.8913 0.07
H 0.1497 0.1086 -1.8198 0.03
F -1.4485 -0.4475 -0.6594 0.05
O 1.8050 1.3686 0.2781 -0.01
C 0.7119 0.9859 0.5384 -0.02
Na -1.7122 -0.8176 1.6348 0.04
O -0.0752 0.8902 1.4565 -0.01


8
Properties=species:S:1:pos:R:3:mulliken_spin:R:1 method="wB97M-V/def2-TZVPD" multiplicity=2 e_homo_ev="-9.519 / -8.692"
O 1.4746 0.0687 -1.2116 0.11
C -1.0028 -0.2036 0.9353 -0.01
C 0.5254 -0.7104 -1.0663 -0.02
O -1.3110 -0.6296 2.0101 -0.01
O -0.6307 1.0221 0.5052 0.09
C -0.6790 -0.3614 -0.4107 0.23
Hg 1.0014 2.5999 0.5734 0.62
H 0.6222 -1.7857 -1.3354 0.00


9
Properties=species:S:1:pos:R:3:mulliken_charge:R:1 method="wB97M-V/def2-TZVPD" e_homo_ev=-8.544
C 0.8043 -0.1680 0.1080 -0.50
C 1.5441 0.8612 0.9829 -0.46
C 1.5075 0.6641 -0.9910 -0.45
I 1.1678 -2.3657 0.2062 0.13
I 0.3165 2.3694 1.7043 0.19
I 3.1976 0.2173 1.9362 0.26
I 3.2658 -0.0158 -1.8022 0.25
I 0.3312 2.1205 -2.0877 0.14
H -0.2961 -0.2149 0.2461 0.44


7
Properties=species:S:1:pos:R:3:mulliken_charge:R:1 method="wB97M-V/def2-TZVPD" total_charge=+1 e_homo_ev=-15.175
C 0.7685 1.8024 -0.1372 0.38
C -0.2219 -1.0773 0.1265 -0.60
C 0.3177 -0.0697 0.7192 0.70
N 0.5276 1.9306 -1.2732 -0.15
O 0.7276 1.0615 0.9630 -0.16
I -2.2852 -1.6083 -0.1584 0.43
H 0.1657 -2.0392 -0.2398 0.39


9
Properties=species:S:1:pos:R:3:mulliken_charge:R:1 method="wB97M-V/def2-TZVPD" total_charge=-1 e_homo_ev=-4.516
C -1.2752 -0.6528 0.0003 -0.62
C -1.6881 -1.9834 0.4045 0.46
C 2.0507 0.9634 0.5921 0.43
N 0.9151 0.8143 0.2740 -0.40
O -1.5895 -1.7837 -0.8695 -0.33
O 3.1689 1.3378 0.7925 -0.58
O -1.8195 -2.8142 1.2158 -0.56
I -3.1348 0.5050 0.1034 -0.27
H 0.1495 0.1256 0.1363 0.88


9
Properties=species:S:1:pos:R:3:mulliken_charge:R:1 method="wB97M-V/def2-TZVPD" total_charge=-1 e_homo_ev=-3.170
C 1.1516 0.6310 -1.0722 0.01
C 0.3940 -1.1313 0.6708 0.73
C 1.0959 0.9357 0.1966 0.07
N 0.3522 -1.6742 -0.4529 -0.40
O 0.7093 -0.0088 1.1980 -0.31
S 1.3629 0.6378 -2.6318 -0.29
S -0.1674 -2.7129 1.0654 -0.18
I -6.1830 1.4280 0.3753 -1.00
H 1.2846 1.8946 0.6507 0.36


6
Properties=species:S:1:pos:R:3:mulliken_charge:R:1 method="wB97M-V/def2-TZVPD" e_homo_ev="-9.927 / -9.928"
C 0.2867 0.6928 0.3927 -0.29
C 1.1957 1.3658 0.9079 -0.17
C -1.6319 0.0435 -0.0729 0.21
O -2.1411 -0.6386 0.7641 -0.30
I -2.3203 1.0249 -1.7999 0.27
H 0.3393 -0.1003 -0.2495 0.28


5
Properties=species:S:1:pos:R:3:mulliken_charge:R:1 method="wB97M-V/def2-TZVPD" smiles=C#CC#N e_homo_ev=-11.367
C -0.3800 -1.7794 -0.4402 0.09
C -0.2633 -0.6001 -0.2496 -0.13
C 0.0558 0.7800 0.1920 0.03
N 0.6066 1.7701 0.4553 -0.33
H -0.7215 -2.7937 -0.2011 0.33


7
Properties=species:S:1:pos:R:3:mulliken_charge:R:1 method="wB97M-V/def2-TZVPD" e_homo_ev=-10.093
O 2.1135 0.1141 0.0536 -0.31
C 1.3279 -0.3146 -0.7157 0.25
C -0.3451 0.1228 0.7040 -0.21
O -0.0767 -0.1645 -0.5492 -0.12
C -1.7304 0.4048 0.8746 0.36
N -2.7806 0.6887 1.2817 -0.31
H 1.4914 -0.8513 -1.6490 0.35


7
Properties=species:S:1:pos:R:3:mulliken_charge:R:1 method="wB97M-V/def2-TZVPD" smiles="O=C=C=O.C#N" e_homo_ev="-9.290 / -9.302"
O -2.6480 -1.6092 -0.0447 -0.31
C -2.4018 -0.4767 0.1710 0.17
C -2.9844 0.7000 0.0003 0.43
O -2.8866 1.8822 0.0338 -0.31
C 0.8295 1.1169 0.8233 0.10
N 0.9918 1.5511 -0.2134 -0.34
H 0.6244 0.5842 1.7967 0.25


9
Properties=species:S:1:pos:R:3:mulliken_charge:R:1 method="wB97M-V/def2-TZVPD" smiles="O=c1cnoc(=O)o1" e_homo_ev=-11.253
O -0.1313 2.3124 -0.5786 -0.36
C -0.1259 1.1948 -0.3047 0.59
C -1.1885 0.2240 0.2575 -0.09
N -1.1263 -1.0505 0.1125 -0.24
O 0.0949 -1.6327 -0.3976 -0.18
C 1.2488 -0.7734 -0.0180 0.64
O 2.2618 -1.3369 0.2763 -0.45
O 1.1014 0.4562 -0.1791 -0.24
H -2.1348 0.6060 0.8316 0.33


7
Properties=species:S:1:pos:R:3:mulliken_spin:R:1 method="wB97M-V/def2-TZVPD" multiplicity=5 total_charge=+1 e_homo_ev="-11.015 / -11.021"
C 0.8690 -1.0122 0.9503 0.00
C -0.1257 -0.3833 1.4521 0.00
O -0.8320 0.4797 0.6591 0.00
C -0.4086 0.5109 -0.6990 -0.02
O 0.5634 -0.2509 -0.8486 0.00
H 1.4930 -1.8906 0.8993 0.00
Nd -1.5592 2.5464 -2.4133 4.02


7
Properties=species:S:1:pos:R:3:mulliken_charge:R:1 method="wB97M-V/def2-TZVPD" total_charge=+1 e_homo_ev=-13.416
C -0.1769 -1.4633 1.4037 -0.01
H -0.5426 -2.4149 1.7433 0.41
C 0.2017 -0.4144 0.9375 -0.18
O 0.9992 0.7315 0.5091 -0.14
C 0.0094 1.2741 -0.2528 -0.06
Sn -0.4258 1.5243 -2.9341 1.09
O -0.0651 0.7627 -1.4066 -0.12